[1]
ORCA calculation (the ωB97M-V functional and the def2-TZVPD basis) on 3 unconnected molecules or ions with the total composition C4H14N4O.

```
23
Properties=species:S:1:pos:R:3:forces:R:3:nbo_charge:R:1
C 1.7541 0.0450 1.2877 0.04 -0.22 -0.03 -0.467
C -0.6966 1.6859 0.1581 -0.35 0.77 0.03 -0.502
C 2.1658 0.1822 -1.0580 0.07 -0.24 -0.04 -0.481
N 1.1695 0.1512 -0.0213 1.20 0.99 0.07 -0.275
H 2.6682 1.1632 -1.0818 -0.10 -0.06 0.08 0.207
H 2.4838 -0.7757 1.3700 -0.05 0.04 0.01 0.180
H 2.2886 0.9715 1.5546 -0.08 -0.05 -0.11 0.200
H 0.9672 -0.1094 2.0293 0.03 0.00 0.00 0.193
H -0.4165 1.8173 1.1949 0.04 -0.11 0.01 0.165
H -1.7575 1.7357 -0.0608 0.02 0.04 0.05 0.183
H -0.0791 2.2311 -0.5419 0.04 -0.10 -0.04 0.176
H 1.6813 0.0432 -2.0282 0.07 0.01 0.04 0.209
H 2.9625 -0.5702 -0.9299 -0.06 0.03 -0.03 0.171
C -1.4741 -0.5326 0.0452 0.42 -2.33 -0.32 0.469
N -2.4769 -0.2635 -0.9165 0.21 0.19 0.06 -0.867
N -2.0046 -0.6595 1.3482 0.14 0.40 -0.11 -0.829
O -0.3003 -1.5863 -1.5572 0.05 0.09 0.14 -0.593
N -0.3855 -1.2888 -0.1839 -1.78 0.50 0.13 -0.136
H 0.4485 -2.1924 -1.5894 -0.05 0.07 0.00 0.477
H -2.0973 -0.2325 -1.8533 0.02 -0.06 0.05 0.388
H -3.2103 -0.9641 -0.8623 0.10 0.08 0.05 0.382
H -1.3353 -1.0700 1.9848 0.02 0.00 -0.04 0.381
H -2.3555 0.2188 1.7117 0.01 -0.02 -0.01 0.372
```
Forces are in eV/Å.

Summary:
* HOMO level (alpha / beta): -0.2664 / -0.2607 hartree
* total charge: 0
* E: -12376.0850 eV
* ΔE to the lowest compared entry with this formula, charge and spin: 6.8603 eV
* LUMO (alpha / beta): 0.0217 / 0.0102 hartree

[2]
ORCA calculation (the ωB97M-V functional and the def2-TZVPD basis) on 2 unconnected molecules or ions with the total composition C4H14NO.

```
20
Properties=species:S:1:pos:R:3:forces:R:3:nbo_charge:R:1
C 0.7091 0.0657 -1.2219 -0.92 0.89 -1.75 -0.237
C -0.5502 -0.7238 -0.9252 -0.26 -1.38 0.88 -0.249
C -0.4084 -1.5367 0.3782 2.09 0.02 0.03 -0.628
C -1.8257 0.1357 -0.9652 0.38 -0.44 -0.74 -0.618
N 1.0003 1.0232 -0.1152 0.74 -0.58 -0.26 -0.673
H 1.6003 -0.4360 -1.5866 0.19 -0.62 1.00 0.246
H 0.4922 0.6451 -2.1303 -0.15 0.45 0.38 0.229
H -0.6096 -1.5036 -1.6859 -0.06 0.28 -0.32 0.244
H 0.6441 -1.8786 0.4023 -0.03 0.20 0.12 0.203
H -0.5224 -0.9303 1.2792 -0.51 -0.17 0.06 0.192
H -0.8775 -2.5142 0.4436 -0.94 0.43 -0.08 0.258
H -2.6148 -0.2998 -0.3671 -0.06 -0.01 0.26 0.242
H -2.1805 0.1215 -1.9940 -0.14 0.38 -0.03 0.239
H -1.6732 1.1742 -0.6708 -0.08 0.06 0.11 0.186
H 0.1592 1.5256 0.1592 -0.05 0.11 0.07 0.443
H 1.3463 0.5440 0.7304 -0.17 0.45 -0.25 0.465
H 1.7172 1.6928 -0.3926 -0.04 0.13 0.12 0.445
H 1.1081 1.6116 3.3428 0.14 -0.15 -0.22 0.513
H 1.1500 0.1813 2.7694 0.05 0.08 0.43 0.486
O 1.3357 1.1026 2.5497 -0.19 -0.13 0.18 -0.983
```
Forces are in eV/Å.

Summary:
* HOMO level: -0.5723 hartree
* total charge: +1
* E: -7906.2129 eV
* ΔE to the lowest compared entry with this formula, charge and spin: 0.7414 eV
* LUMO: -0.1206 hartree

[3]
ORCA calculation (the ωB97M-V functional and the def2-TZVPD basis) on 2 unconnected molecules or ions with the total composition C4H14NO.

```
20
Properties=species:S:1:pos:R:3:forces:R:3:nbo_charge:R:1
C -0.5784 -1.1550 -0.7063 -0.12 2.57 0.48 -0.202
C 0.4498 -1.2161 0.3345 1.64 -1.64 1.87 -0.442
C 1.8599 -0.6255 0.1311 -1.32 0.43 -2.15 -0.409
C 1.9060 0.8542 0.6344 1.38 -1.11 1.86 -0.657
N -0.9013 0.3965 -1.0204 -1.76 -0.71 -2.36 -0.753
H -0.0369 -1.5003 -1.5861 -1.27 -0.34 -0.51 0.235
H -1.4359 -1.6054 -0.2185 -0.53 -0.28 -1.30 0.256
H 0.0645 -0.9358 1.3454 0.22 -0.39 -0.66 0.215
H 0.6498 -2.3245 0.3023 -0.48 0.71 0.66 0.248
H 2.5685 -1.4128 0.5795 -0.59 2.03 -0.52 0.258
H 2.0034 -0.5651 -1.0005 0.39 -0.57 1.19 0.191
H 1.5081 1.7618 0.1408 0.05 -1.00 -0.65 0.215
H 2.9993 0.9977 0.7737 -0.80 0.64 0.32 0.249
H 1.3786 0.8177 1.6164 0.77 0.39 -0.33 0.206
H 0.0421 0.7137 -1.1819 0.21 0.94 0.00 0.428
H -1.4898 1.0181 -0.3655 0.74 -1.38 -0.37 0.478
H -1.4464 0.5017 -1.9745 1.43 -0.45 2.25 0.441
H -3.8203 1.6978 0.3016 0.66 -0.34 0.42 0.514
H -2.6857 1.4299 1.3789 -0.63 0.06 -0.23 0.499
O -3.0354 1.1513 0.5153 0.03 0.44 0.02 -0.971
```
Forces are in eV/Å.

Summary:
* HOMO level: -0.5529 hartree
* total charge: +1
* E: -7905.1810 eV
* ΔE to the lowest compared entry with this formula, charge and spin: 1.7734 eV
* LUMO: -0.1202 hartree

[4]
ORCA calculation (the ωB97M-V functional and the def2-TZVPD basis) on 2 unconnected molecules or ions with the total composition C4H14NO.

```
20
Properties=species:S:1:pos:R:3:forces:R:3:nbo_charge:R:1
C 1.1988 -0.4195 -1.8260 -0.50 0.75 -0.66 -0.415
C -1.1716 -0.3748 -1.3307 -1.10 0.65 -0.55 -0.424
C 0.2982 -1.1716 0.3624 0.05 -0.40 0.90 -0.420
C 0.2973 1.2585 -0.1772 0.67 0.39 -0.15 -0.422
N 0.1643 -0.1453 -0.7188 0.71 -1.13 -0.05 -0.212
H 0.9219 -1.3427 -2.3624 -0.02 0.39 0.45 0.239
H 2.2663 -0.4770 -1.5548 -0.74 0.15 0.65 0.253
H 1.0537 0.4382 -2.5041 0.30 -0.49 0.06 0.229
H -1.2249 0.1873 -2.2782 -0.01 -0.20 0.44 0.236
H -1.9500 0.0088 -0.6499 0.40 -0.18 -0.23 0.241
H -1.3798 -1.4376 -1.5398 0.48 0.45 0.22 0.243
H 1.2089 -1.0344 0.9693 -0.34 0.19 -0.48 0.241
H 0.3177 -2.1827 -0.0777 -0.02 0.57 0.03 0.236
H -0.5807 -1.0928 1.0242 0.41 0.03 -0.27 0.238
H -0.3568 1.4893 0.6805 0.10 -0.65 -0.40 0.261
H 0.0916 1.9844 -0.9818 0.06 -0.47 0.24 0.237
H 1.3474 1.3734 0.1403 -0.48 -0.01 -0.11 0.237
O -0.7736 1.2611 3.9956 -0.14 -1.00 0.57 -0.955
H -1.6233 1.0119 4.4247 0.91 0.29 -0.36 0.481
H -0.1053 0.6655 4.4044 -0.75 0.67 -0.29 0.475
```
Forces are in eV/Å.

Summary:
* HOMO level: -0.5303 hartree
* total charge: +1
* E: -7905.8136 eV
* ΔE to the lowest compared entry with this formula, charge and spin: 1.1408 eV
* LUMO: -0.1032 hartree

[5]
ORCA calculation (the ωB97M-V functional and the def2-TZVPD basis) on 3 unconnected molecules or ions with the total composition C4H14NO2.

```
21
Properties=species:S:1:pos:R:3:forces:R:3:nbo_charge:R:1
C -0.8874 -0.5405 -0.6761 0.47 0.72 -0.05 -0.281
N -0.1456 0.3423 0.3170 1.18 -1.16 -1.15 -0.646
C 0.6836 -0.6004 1.0984 0.22 -1.21 0.56 -0.256
C 1.2615 -1.4994 -0.0040 -0.84 0.31 0.99 -0.420
C -0.0101 -1.7913 -0.8371 0.30 0.25 0.32 -0.430
H -1.8846 -0.5872 -0.2433 -0.10 -0.73 -0.48 0.220
H -0.8703 -0.0588 -1.6551 -0.48 0.58 0.35 0.228
H -0.7719 0.9558 0.8390 -0.14 0.35 0.23 0.453
H 0.5271 0.8381 -0.3217 -0.38 0.81 0.39 0.448
H 0.0553 -1.2083 1.7535 -0.22 0.23 -0.02 0.196
H 1.4644 -0.1734 1.7259 -0.20 0.66 -0.23 0.225
H 2.0315 -0.8762 -0.4588 -0.08 -0.39 -0.72 0.226
H 1.6996 -2.4049 0.4093 0.13 0.03 -0.03 0.225
H -0.5729 -2.6351 -0.4443 0.38 -0.33 -0.06 0.216
H 0.2831 -1.9482 -1.8737 -0.40 -0.13 -0.08 0.225
H -2.0719 2.7283 1.5049 0.04 0.36 -0.06 0.441
H -2.2767 1.7317 2.6735 0.05 0.13 -0.39 0.476
O -2.1798 1.7934 1.7066 -0.03 -0.48 0.39 -1.044
H 1.0292 2.6448 -1.4286 -0.01 -0.08 0.06 0.327
H 1.4115 1.6036 -2.5231 -0.08 -0.03 0.27 0.446
O 1.2243 1.6857 -1.5623 0.20 0.13 -0.31 -1.277
```
Forces are in eV/Å.

Summary:
* HOMO level (alpha / beta): -0.0978 / -0.4231 hartree
* total charge: 0
* E: -9957.0079 eV
* ΔE to the lowest compared entry with this formula, charge and spin: 1.0817 eV
* 2S+1: 2
* LUMO (alpha / beta): 0.0192 / 0.0149 hartree

[6]
ORCA calculation (the ωB97M-V functional and the def2-TZVPD basis) on 2 unconnected molecules or ions with the total composition C4H14NO2.

```
21
Properties=species:S:1:pos:R:3:forces:R:3:nbo_charge:R:1
O -0.7106 -1.8908 1.9595 -0.56 0.09 0.49 -0.774
C 0.4573 -1.6156 1.2139 -0.50 0.27 -0.46 -0.089
C 0.0211 -0.9164 -0.0748 0.03 -0.30 -0.32 -0.321
N -1.1810 -0.0672 0.1377 0.56 -0.04 -0.27 -0.758
C -0.9317 1.3951 0.1938 -0.59 -0.28 1.53 -0.313
C 0.0487 1.8384 1.2697 -0.39 0.02 -0.44 -0.627
H -0.7891 -2.8153 2.2121 0.13 -0.03 -0.13 0.488
H 0.9153 -2.5628 0.9325 0.58 0.19 0.13 0.185
H 1.0755 -0.9475 1.8065 0.47 -0.28 0.07 0.172
H -0.2295 -1.6671 -0.8117 -0.62 -0.40 -0.18 0.210
H 0.8017 -0.3660 -0.5917 0.16 0.37 0.43 0.212
H -1.9623 -0.2684 -0.6138 0.09 0.01 -0.31 0.125
H -1.6530 -0.3988 0.9919 0.17 0.12 0.07 0.433
H -1.8858 1.7618 0.5747 -0.30 0.39 -0.68 0.207
H -0.7056 1.8161 -0.7724 -0.02 -0.33 -0.43 0.212
H 0.1841 2.8933 1.0496 0.56 0.22 0.16 0.220
H 0.9894 1.2928 1.3104 0.05 0.22 -0.07 0.204
H -0.4647 1.7994 2.2210 0.19 -0.24 0.41 0.216
H 1.8560 1.8679 -4.5506 -0.02 0.01 0.01 0.469
H 2.1572 1.2079 -3.2068 0.00 0.06 0.06 0.463
O 2.0272 1.0163 -4.1384 0.03 -0.07 -0.08 -0.936
```
Forces are in eV/Å.

Summary:
* HOMO level (alpha / beta): -0.1152 / -0.4130 hartree
* total charge: 0
* E: -9956.1716 eV
* ΔE to the lowest compared entry with this formula, charge and spin: 1.9179 eV
* 2S+1: 2
* LUMO (alpha / beta): 0.0224 / 0.0138 hartree